Below is a cluster of 9 separate species, C27H74N2O17 in total in a non-equilibrium geometry, with properties calculated with wB97M-V/def2-TZVPD.

```
120
Properties=species:S:1:pos:R:3:forces:R:3
C 1.906 7.244 4.402 -0.53 -1.14 -0.25
O 1.940 7.359 5.831 -0.01 1.26 -1.63
C 1.294 8.559 6.266 0.90 -0.03 0.66
C 1.438 8.541 7.768 -0.90 0.30 0.29
N 2.816 8.289 8.209 -1.58 0.89 0.09
C 2.762 7.887 9.601 1.20 -1.09 0.62
C 2.687 8.985 10.639 0.05 1.00 0.56
O 2.796 8.484 11.971 0.17 -1.44 -0.62
C 2.895 9.447 12.975 -0.41 1.07 -0.76
H 2.673 6.540 4.078 -0.09 -0.14 0.29
H 1.991 8.082 3.711 0.54 1.03 0.94
H 0.926 6.872 4.103 -0.18 -0.52 0.11
H 0.268 8.624 5.902 -0.23 -0.21 0.21
H 1.803 9.467 5.944 0.36 -0.10 -0.63
H 0.699 7.860 8.190 0.19 -1.05 0.02
H 1.027 9.447 8.212 0.50 0.66 -0.28
H 3.187 7.569 7.607 0.11 -0.19 0.27
H 3.698 7.365 9.803 0.06 -0.17 0.15
H 1.962 7.173 9.799 -0.26 -0.19 0.00
H 1.749 9.539 10.594 -0.24 0.19 -0.25
H 3.500 9.692 10.469 0.15 0.20 -0.18
H 2.177 10.240 12.768 -0.64 0.09 0.31
H 3.824 10.016 12.925 0.62 -0.40 0.27
H 2.700 9.009 13.953 0.21 -0.06 -0.21
C -11.406 -2.417 -0.901 -0.02 -0.32 0.64
O -10.254 -2.978 -1.474 1.10 -0.18 0.00
C -9.427 -3.768 -0.599 -0.35 -1.07 -1.20
C -8.357 -4.574 -1.355 0.31 1.07 -0.26
N -7.159 -3.842 -1.756 -0.21 -2.43 1.24
C -7.271 -2.831 -2.734 -1.42 1.02 0.99
C -7.401 -3.406 -4.138 2.81 0.74 -0.40
O -6.021 -3.473 -4.631 0.83 -1.73 0.11
C -5.047 -4.352 -3.949 -1.11 0.45 -0.23
H -11.154 -1.609 -0.214 -0.02 0.44 -0.20
H -11.950 -3.131 -0.283 -0.06 -0.45 0.03
H -12.091 -2.112 -1.692 0.31 0.24 -0.02
H -10.070 -4.566 -0.229 -0.22 0.20 0.86
H -8.849 -3.260 0.173 -0.67 0.66 0.34
H -8.808 -5.008 -2.248 0.00 -0.20 0.03
H -8.029 -5.359 -0.674 -0.15 -0.20 -0.06
H -6.632 -3.475 -0.976 -0.23 -0.41 0.30
H -6.400 -2.287 -2.371 0.52 0.80 -2.06
H -8.082 -2.169 -2.431 -0.56 0.30 -0.64
H -7.835 -2.798 -4.931 -0.30 0.46 0.57
H -7.922 -4.361 -4.201 0.19 -0.26 0.46
H -4.178 -4.511 -4.588 -0.16 0.55 -0.24
H -5.403 -5.355 -3.717 -0.62 0.00 -0.18
H -4.731 -3.950 -2.986 0.03 0.32 -0.07
C 0.412 -1.637 -0.945 -0.27 -0.14 -1.63
C 1.423 -0.812 -0.243 -0.58 -0.20 0.42
C 0.853 0.575 -0.109 0.68 0.92 -1.51
O 1.550 -1.358 1.020 1.03 -0.68 2.08
H -0.570 -1.486 -0.497 -0.09 -0.22 -0.09
H 0.681 -2.693 -0.979 -0.04 0.07 0.12
H 0.425 -1.242 -1.961 -0.61 -0.32 -0.38
H 2.365 -0.958 -0.771 0.26 0.64 0.20
H 0.887 1.007 -1.109 -0.46 0.21 -0.18
H 1.393 1.317 0.479 0.07 -0.48 0.47
H -0.191 0.467 0.185 0.02 0.32 0.21
H 0.793 -1.047 1.523 0.01 -0.11 0.27
O 5.181 -5.113 -1.895 -0.71 -0.94 -0.18
C 5.293 -6.538 -1.728 1.59 -0.36 1.17
C 5.207 -6.911 -0.231 -0.42 0.06 -1.13
O 4.033 -6.380 0.375 0.93 -0.65 -0.17
H 5.922 -4.786 -1.379 0.15 0.48 -0.03
H 4.714 -7.186 -2.386 -0.64 0.86 -0.03
H 6.335 -6.800 -1.912 0.21 -0.19 -0.64
H 6.146 -6.547 0.186 -0.06 0.44 0.64
H 5.296 -7.995 -0.168 -0.57 -0.09 0.28
H 3.979 -5.528 -0.063 -0.47 0.46 0.09
O -4.586 -4.197 4.911 0.50 -0.20 0.25
C -3.224 -3.951 4.572 -0.49 -0.70 -1.87
C -3.100 -4.004 2.994 0.93 0.13 1.03
O -4.082 -3.219 2.379 -0.76 0.17 -0.44
H -5.079 -4.046 4.101 -0.28 0.14 -0.11
H -2.929 -2.993 4.999 0.26 0.12 -0.19
H -2.580 -4.750 4.941 -0.06 0.05 0.36
H -3.193 -5.002 2.566 -0.54 -0.23 0.54
H -2.102 -3.740 2.644 0.28 0.48 0.30
H -3.932 -2.285 2.541 0.14 0.06 0.12
O 5.724 2.494 -4.812 0.18 -0.95 0.60
C 5.261 1.540 -5.793 -0.98 2.51 0.15
C 3.799 1.977 -6.199 0.95 -2.55 -0.67
O 2.775 1.330 -5.427 0.29 1.10 0.48
H 6.108 3.287 -5.194 -0.09 -0.23 -0.41
H 5.916 1.595 -6.663 -0.06 -0.21 -0.18
H 5.295 0.537 -5.369 -0.06 0.13 0.14
H 3.645 1.560 -7.194 0.13 0.46 -0.58
H 3.730 3.064 -6.247 -0.35 -0.21 0.49
H 2.935 0.387 -5.502 -0.05 -0.08 -0.02
O -4.891 3.559 -6.284 0.66 1.03 -0.41
C -4.480 3.073 -5.036 -3.17 -0.23 0.37
C -3.112 2.605 -5.040 1.43 -0.49 0.60
O -2.251 3.646 -5.498 0.10 -0.16 -0.67
H -4.169 4.154 -6.501 0.01 0.43 -0.73
H -4.657 3.751 -4.201 0.09 0.65 -0.09
H -5.267 2.325 -4.932 0.64 -0.82 0.86
H -3.017 1.741 -5.698 0.12 -0.23 0.17
H -2.750 2.444 -4.025 -0.42 -0.92 0.17
H -1.515 3.107 -5.797 0.56 0.71 -0.27
O 8.215 -2.555 0.295 -1.15 0.81 -0.31
C 7.532 -1.590 1.171 1.30 -1.38 0.52
C 7.723 -0.158 0.832 -2.16 0.33 -2.10
O 9.006 0.315 0.821 1.76 0.46 1.07
H 9.090 -2.795 0.608 -0.12 0.32 0.40
H 6.464 -1.797 1.237 0.06 -0.36 -0.40
H 7.955 -1.771 2.159 -0.16 0.16 0.30
H 6.961 0.413 1.361 0.75 0.37 1.12
H 7.367 0.112 -0.162 -0.60 -0.86 -0.64
H 9.404 -0.076 0.040 0.27 0.10 0.01
O 2.744 -3.504 -6.111 -1.38 0.49 0.03
C 3.169 -4.437 -7.084 2.11 -0.91 -0.36
C 2.295 -4.658 -8.333 -1.00 1.76 2.47
O 1.174 -5.483 -8.038 0.21 -0.92 -1.38
H 3.288 -3.724 -5.351 -0.20 0.26 0.25
H 4.160 -4.057 -7.332 0.25 -0.26 -0.96
H 3.375 -5.348 -6.522 -0.27 -0.64 -0.49
H 2.774 -4.932 -9.273 0.22 -0.83 0.57
H 1.979 -3.635 -8.537 -0.51 0.31 -0.23
H 0.679 -5.353 -7.225 0.61 0.78 0.13
```
Positions in Å, forces in eV/Å.

Properties
SMILES ... COCCNCCOC.COCCNCCOC.CC(C)O.OCCO.OCCO.OCCO.OCCO.OCCO.OCCO
LUMO energy ... 0.07 eV
Kohn-Sham gap ... 8.34 eV
ΔE to the lowest compared entry with this formula, charge and spin ... 131.6 kcal per mole
HOMO ... -8.28 eV

Atom charges from the Mulliken analysis, given in e for atoms 1 to 99: number 1, C, carries -0.836; number 2, O, carries -0.330; number 3, C, carries -0.556; number 4, C, carries -0.686; number 5, N, carries -0.353; number 6, C, carries -0.544; number 7, C, carries -0.449; number 8, O, carries -0.317; number 9, C, carries -0.736; number 10, H, carries 0.268; number 11, H, carries 0.342; number 12, H, carries 0.307; number 13, H, carries 0.397; number 14, H, carries 0.315; number 15, H, carries 0.367; number 16, H, carries 0.376; number 17, H, carries 0.297; number 18, H, carries 0.364; number 19, H, carries 0.328; number 20, H, carries 0.297; number 21, H, carries 0.292; number 22, H, carries 0.303; number 23, H, carries 0.308; number 24, H, carries 0.245; number 25, C, carries -0.755; number 26, O, carries -0.258; number 27, C, carries -0.464; number 28, C, carries -0.870; number 29, N, carries -0.111; number 30, C, carries -0.846; number 31, C, carries -0.329; number 32, O, carries -0.395; number 33, C, carries -0.633; number 34, H, carries 0.305; number 35, H, carries 0.311; number 36, H, carries 0.232; number 37, H, carries 0.457; number 38, H, carries 0.296; number 39, H, carries 0.293; number 40, H, carries 0.398; number 41, H, carries 0.167; number 42, H, carries 0.559; number 43, H, carries 0.362; number 44, H, carries 0.267; number 45, H, carries 0.252; number 46, H, carries 0.274; number 47, H, carries 0.273; number 48, H, carries 0.216; number 49, C, carries -1.140; number 50, C, carries 0.277; number 51, C, carries -1.254; number 52, O, carries -0.568; number 53, H, carries 0.296; number 54, H, carries 0.298; number 55, H, carries 0.342; number 56, H, carries 0.369; number 57, H, carries 0.330; number 58, H, carries 0.333; number 59, H, carries 0.366; number 60, H, carries 0.351; number 61, O, carries -0.512; number 62, C, carries -0.461; number 63, C, carries -0.395; number 64, O, carries -0.478; number 65, H, carries 0.291; number 66, H, carries 0.347; number 67, H, carries 0.277; number 68, H, carries 0.255; number 69, H, carries 0.324; number 70, H, carries 0.351; number 71, O, carries -0.489; number 72, C, carries -0.219; number 73, C, carries -0.496; number 74, O, carries -0.538; number 75, H, carries 0.341; number 76, H, carries 0.248; number 77, H, carries 0.263; number 78, H, carries 0.290; number 79, H, carries 0.288; number 80, H, carries 0.313; number 81, O, carries -0.539; number 82, C, carries -0.367; number 83, C, carries -0.338; number 84, O, carries -0.471; number 85, H, carries 0.304; number 86, H, carries 0.280; number 87, H, carries 0.301; number 88, H, carries 0.284; number 89, H, carries 0.277; number 90, H, carries 0.268; number 91, O, carries -0.505; number 92, C, carries -0.485; number 93, C, carries -0.215; number 94, O, carries -0.533; number 95, H, carries 0.325; number 96, H, carries 0.261; number 97, H, carries 0.282; number 98, H, carries 0.324; number 99, H, carries 0.242